1.
The following is a quantum chemistry calculation of a structure of composition H12O30S6Zn4 at a distorted geometry, from OMol25.

XYZ file:
```
52
Properties=species:S:1:pos:R:3:mulliken_charge:R:1
Zn 2.32 2.10 1.03 0.741
Zn -1.83 1.06 -1.44 0.905
Zn 2.49 -0.31 -2.48 0.162
Zn -2.56 -0.32 1.18 0.202
S 0.51 -0.24 0.18 -1.388
O -0.96 0.02 0.07 2.249
O 0.69 -1.56 0.74 -1.094
O 1.17 -0.16 -1.12 1.359
O 1.19 0.70 1.04 0.894
S -3.95 2.53 0.28 1.083
O -4.13 2.73 -1.16 -0.766
O -5.24 2.34 0.90 -0.836
O -3.09 1.34 0.28 -0.775
O -3.30 3.61 0.93 -0.743
S -3.78 -1.15 -1.70 0.760
O -3.07 -2.07 -2.58 -0.519
O -3.67 0.24 -2.10 -0.656
O -5.19 -1.61 -1.66 -0.842
O -3.33 -1.31 -0.33 -0.485
S 4.54 -0.16 0.24 0.727
O 5.91 0.29 -0.07 -0.747
O 3.96 0.87 1.10 -0.458
O 3.79 -0.26 -1.05 -0.172
O 4.57 -1.42 0.91 -0.856
S 0.16 3.58 -1.04 0.905
O -0.29 4.99 -1.05 -0.794
O -0.99 2.72 -1.18 -0.694
O 1.06 3.48 -2.19 -0.825
O 0.93 3.24 0.17 -0.738
S -0.33 -0.62 -3.90 1.054
O -0.82 0.05 -5.12 -0.814
O -0.75 -2.02 -3.91 -0.683
O 1.15 -0.54 -3.86 -0.469
O -0.81 0.00 -2.69 -0.091
O -1.64 -1.88 2.04 -0.235
H -1.94 -2.61 2.59 0.209
H -0.69 -1.91 2.11 0.309
O 2.68 -1.82 3.07 -0.689
H 3.62 -1.65 2.93 0.371
H 2.27 -1.55 2.25 0.298
O -0.69 -3.22 -1.62 -0.504
H -0.04 -2.52 -1.67 0.056
H -0.47 -3.68 -0.80 0.238
O -1.68 0.90 2.70 -0.243
H -2.02 1.77 2.90 0.229
H -0.99 0.75 3.35 0.186
O 2.22 1.54 3.24 -0.287
H 2.74 1.99 3.90 0.215
H 1.44 1.24 3.71 0.227
O 3.03 -3.36 -0.01 -0.680
H 2.18 -3.28 0.42 0.280
H 3.62 -2.81 0.51 0.428
```

Calculated values
Orbital gap in eV: 2.67
Electronic energy in hartree: -11770.932496
2S+1: 1
Relative energy (zero: lowest compared OMol25 entry of this formula, charge and spin) in eV: 3.005
LUMO level in eV: 6.037
HOMO in eV: 3.37
Charge: -4

=====

2.
The following is a quantum chemistry calculation of a structure of composition H12O34S7Zn4 at a distorted geometry, from OMol25.

XYZ file:
```
57
Properties=species:S:1:pos:R:3:mulliken_charge:R:1
Zn -3.15 -18.54 0.06 0.291
Zn -5.36 -18.22 4.04 0.378
Zn -7.53 -17.58 0.18 0.535
Zn -4.70 -13.44 0.01 -0.220
S -7.44 -11.87 0.88 0.999
O -8.64 -11.97 0.07 -0.742
O -6.39 -12.85 0.39 0.206
O -6.87 -10.52 0.66 -0.821
O -7.68 -12.11 2.29 -0.692
S -5.07 -16.25 1.57 0.804
O -5.20 -16.54 3.01 0.529
O -6.39 -16.24 0.93 -0.562
O -4.64 -14.86 1.33 0.618
O -4.15 -17.21 1.01 0.255
S -1.01 -16.56 -1.50 1.052
O 0.03 -17.51 -1.86 -0.788
O -1.84 -17.22 -0.46 -0.339
O -0.40 -15.36 -0.90 -0.866
O -1.85 -16.21 -2.65 -0.729
S -8.52 -18.52 3.22 0.980
O -7.27 -18.06 3.89 -0.571
O -8.51 -17.89 1.87 -0.553
O -8.45 -19.97 3.10 -0.709
O -9.69 -18.15 4.02 -0.758
S -0.69 -19.20 2.25 1.185
O -2.06 -18.92 1.71 -0.557
O -0.64 -18.57 3.58 -0.941
O -0.53 -20.66 2.42 -0.846
O 0.40 -18.76 1.38 -0.713
S -5.37 -17.84 -2.34 1.203
O -5.92 -18.83 -3.29 -0.884
O -4.91 -16.64 -3.05 -0.725
O -6.56 -17.57 -1.47 -0.557
O -4.33 -18.45 -1.51 -0.320
S -5.54 -20.11 1.39 0.644
O -6.30 -21.37 1.43 -0.733
O -4.28 -20.25 0.67 -0.679
O -6.40 -19.15 0.69 -0.154
O -5.22 -19.60 2.73 -0.769
O -2.79 -14.01 -0.41 -0.108
H -2.40 -14.19 -1.28 0.180
H -2.08 -14.17 0.22 0.210
O -5.27 -17.05 5.70 -0.183
H -5.83 -16.78 6.44 0.203
H -4.46 -16.55 5.81 0.228
O -3.97 -11.93 1.63 -0.506
H -4.62 -11.56 2.25 0.279
H -3.80 -11.21 1.01 0.306
O -7.18 -15.31 3.99 -0.739
H -6.35 -15.33 3.48 0.396
H -7.41 -16.25 4.09 0.334
O -3.24 -18.42 4.06 -0.349
H -2.45 -18.30 4.60 0.231
H -2.90 -18.82 3.22 0.353
O -3.18 -14.44 3.65 -0.720
H -3.66 -15.14 3.16 0.230
H -3.18 -14.75 4.56 0.204
```

Calculated values
Orbital gap in eV: 3.10
Electronic energy in hartree: -12469.713156
2S+1: 1
Relative energy (zero: lowest compared OMol25 entry of this formula, charge and spin) in eV: 1.846
LUMO level in eV: 9.692
HOMO in eV: 6.59
Charge: -6

=====

3.
The following is a quantum chemistry calculation of a cluster of 6 separate species, H12O5S in total at a distorted geometry, from OMol25.

XYZ file:
```
18
Properties=species:S:1:pos:R:3:mulliken_charge:R:1
S 2.88 0.75 1.52 -0.312
H 3.28 -0.34 0.85 0.145
H 1.78 0.14 1.86 0.182
H -0.43 1.54 -0.10 0.290
H -1.82 1.84 -0.53 0.288
O -1.34 1.40 0.18 -0.605
H 1.04 0.16 -2.39 0.315
H 0.04 -0.45 -3.35 0.310
O 0.09 0.03 -2.50 -0.676
H -0.21 -0.82 3.16 0.269
H -0.42 0.69 2.92 0.303
O 0.02 -0.09 2.57 -0.639
H 0.53 -0.46 -0.67 0.234
H -0.23 -0.42 0.81 0.402
O 0.12 -0.91 0.06 -0.600
H -1.16 -0.60 -1.79 0.491
H -2.09 -1.50 -0.90 0.289
O -2.08 -0.98 -1.71 -0.685
```

Calculated values
Orbital gap in eV: 9.67
Electronic energy in hartree: -781.537840
2S+1: 1
Structure (SMILES): O.O.O.O.O.S
Relative energy (zero: lowest compared OMol25 entry of this formula, charge and spin) in eV: 1.315
LUMO level in eV: 0.197
HOMO in eV: -9.47

=====

4.
The following is a quantum chemistry calculation of a cluster of 6 separate species, H12O5S in total at a distorted geometry, from OMol25.

XYZ file:
```
18
Properties=species:S:1:pos:R:3:mulliken_charge:R:1
S 2.71 -0.91 1.59 -0.335
H 1.70 -1.16 0.72 0.151
H 3.72 -0.78 0.68 0.150
H -1.17 1.27 -1.45 0.310
H -0.56 2.64 -1.01 0.316
O -0.76 2.08 -1.76 -0.629
H 1.18 -0.66 -1.74 0.340
H -0.08 -1.28 -1.38 0.351
O 0.85 -1.24 -1.03 -0.656
H 1.11 2.08 1.27 0.261
H 0.66 0.62 0.60 0.355
O 0.43 1.49 0.94 -0.572
H -2.31 -1.85 -2.11 0.289
H -2.20 -1.12 -0.70 0.348
O -1.85 -1.17 -1.59 -0.676
H -1.14 0.61 1.77 0.368
H -0.91 -0.41 2.99 0.286
O -1.40 -0.21 2.20 -0.655
```

Calculated values
Orbital gap in eV: 9.82
Electronic energy in hartree: -781.562945
2S+1: 1
Structure (SMILES): O.O.O.O.O.S
Relative energy (zero: lowest compared OMol25 entry of this formula, charge and spin) in eV: 0.632
LUMO level in eV: 0.328
HOMO in eV: -9.50

=====

5.
The following is a quantum chemistry calculation of a cluster of 6 separate species, H12O6 in total at a distorted geometry, from OMol25.

XYZ file:
```
18
Properties=species:S:1:pos:R:3:mulliken_charge:R:1
O 2.33 0.85 -3.07 -0.935
H 1.47 0.54 -2.80 0.425
H 2.50 1.60 -2.50 0.356
O -0.31 -2.67 1.55 -0.757
H 0.43 -3.28 1.57 0.332
H 0.08 -1.84 1.27 0.439
O -2.79 0.99 0.66 -1.130
H -2.65 1.61 1.37 0.496
H -2.77 1.53 -0.14 0.473
O -0.03 0.13 0.68 -1.166
H 0.01 0.27 -0.27 0.404
H -0.95 0.29 0.90 0.410
O -0.53 0.34 -1.84 -1.210
H -0.86 -0.52 -2.09 0.524
H -1.14 0.95 -2.24 0.277
O 2.08 -0.42 2.22 -0.656
H 1.47 0.04 1.65 0.426
H 1.66 -0.41 3.08 0.293
```

Calculated values
Orbital gap (spin up / spin down) in eV: 3.45 / 11.32
Electronic energy in hartree: -458.623322
2S+1: 2
Relative energy (zero: lowest compared OMol25 entry of this formula, charge and spin) in eV: 0.301
LUMO level (spin up / spin down) in eV: 3.625 / 3.550
HOMO (spin up / spin down) in eV: 0.17 / -7.77
Charge: -1

=====

6.
The following is a quantum chemistry calculation of a cluster of 6 separate species, H12O6 in total at a distorted geometry, from OMol25.

XYZ file:
```
18
Properties=species:S:1:pos:R:3:mulliken_charge:R:1
H 0.60 0.69 0.16 0.315
H -0.06 1.90 -0.65 0.305
H -2.81 -1.19 -1.19 0.297
H -3.93 -0.77 -0.14 0.325
H -4.46 0.67 1.94 0.289
H -5.14 -0.25 1.07 0.318
H 2.77 3.26 0.19 0.326
H 3.06 2.81 -1.35 0.314
H 2.52 -2.06 -1.52 0.311
H 1.70 -3.30 -1.35 0.313
H 4.44 -1.63 2.09 0.322
H 2.93 -1.74 2.06 0.316
O -0.24 1.08 -0.19 -0.631
O -3.31 -0.46 -0.85 -0.597
O -4.24 0.09 1.23 -0.633
O 2.35 2.94 -0.69 -0.630
O 1.64 -2.38 -1.71 -0.622
O 3.60 -1.07 2.04 -0.638
```

Calculated values
Orbital gap in eV: 10.34
Electronic energy in hartree: -458.572251
2S+1: 1
Structure (SMILES): O.O.O.O.O.O
Relative energy (zero: lowest compared OMol25 entry of this formula, charge and spin) in eV: 2.727
LUMO level in eV: 0.392
HOMO in eV: -9.95

=====

7.
The following is a quantum chemistry calculation of a cluster of 6 separate species, H12O6 in total, from OMol25.

XYZ file:
```
18
Properties=species:S:1:pos:R:3:mulliken_charge:R:1
O -21.70 8.28 -2.96 -0.624
H -21.97 8.17 -2.04 0.308
H -22.51 8.51 -3.42 0.323
O -22.13 11.21 -0.43 -0.734
H -22.47 10.35 -0.68 0.324
H -22.90 11.81 -0.43 0.472
O -24.38 12.87 -0.13 -0.656
H -24.78 13.55 0.42 0.298
H -25.10 12.48 -0.63 0.309
O -23.15 8.17 -0.33 -0.654
H -23.33 7.35 0.13 0.294
H -23.18 8.84 0.36 0.308
O -21.67 11.42 2.62 -0.641
H -21.60 11.14 1.69 0.346
H -21.17 12.24 2.65 0.310
O -21.22 11.83 -3.12 -0.653
H -21.30 11.81 -2.16 0.358
H -20.80 10.99 -3.34 0.312
```

Calculated values
Orbital gap in eV: 10.71
Electronic energy in hartree: -458.634082
2S+1: 1
Structure (SMILES): O.O.O.O.O.O
Relative energy (zero: lowest compared OMol25 entry of this formula, charge and spin) in eV: 1.045
LUMO level in eV: 0.117
HOMO in eV: -10.60

=====

8.
The following is a quantum chemistry calculation of a cluster of 6 separate species, H12O6 in total at a distorted geometry, from OMol25.

XYZ file:
```
18
Properties=species:S:1:pos:R:3:mulliken_charge:R:1
O 0.18 -0.01 -0.02 -0.668
H 0.18 -0.98 -0.01 0.353
H -0.74 0.15 -0.06 0.354
O -0.31 2.01 2.49 -0.649
H -0.21 1.05 2.01 0.325
H -1.30 1.91 2.67 0.318
O -2.73 0.01 -0.33 -0.667
H -3.03 -0.64 -1.06 0.331
H -3.12 0.83 -0.43 0.308
O 0.36 -2.95 0.42 -0.726
H 0.19 -3.61 1.39 0.354
H 1.21 -3.34 0.01 0.347
O 0.11 1.54 -2.56 -0.640
H 0.97 1.52 -2.91 0.301
H 0.11 1.14 -1.75 0.366
O 2.91 0.75 -0.27 -0.569
H 2.92 0.62 0.64 0.291
H 2.30 0.00 -0.23 0.270
```

Calculated values
Orbital gap in eV: 10.65
Electronic energy in hartree: -458.557632
2S+1: 1
Structure (SMILES): O.O.O.O.O.O
Relative energy (zero: lowest compared OMol25 entry of this formula, charge and spin) in eV: 3.125
LUMO level in eV: -0.162
HOMO in eV: -10.81

=====

9.
The following is a quantum chemistry calculation of a cluster of 6 separate species, H12O6 in total at a distorted geometry, from OMol25.

XYZ file:
```
18
Properties=species:S:1:pos:R:3:mulliken_charge:R:1
O -0.83 2.82 -1.48 -0.617
H -0.45 2.43 -0.72 0.316
H -0.57 2.46 -2.34 0.291
O -0.30 0.23 0.14 -0.601
H -0.24 0.23 -0.80 0.246
H -0.67 -0.66 0.26 0.345
O 1.97 -0.54 1.57 -0.628
H 1.22 -0.37 1.01 0.362
H 1.48 -0.71 2.39 0.298
O -0.31 1.90 2.97 -0.613
H -0.45 0.95 3.16 0.294
H -0.59 2.21 2.10 0.314
O 0.14 -0.95 -2.71 -0.638
H 0.27 -0.12 -3.15 0.289
H 0.82 -1.07 -2.10 0.351
O -0.46 -2.60 0.03 -0.579
H 0.09 -3.30 0.29 0.278
H -1.10 -2.91 -0.60 0.292
```

Calculated values
Orbital gap in eV: 11.00
Electronic energy in hartree: -458.607938
2S+1: 1
Structure (SMILES): O.O.O.O.O.O
Relative energy (zero: lowest compared OMol25 entry of this formula, charge and spin) in eV: 1.756
LUMO level in eV: 0.082
HOMO in eV: -10.91

=====

10.
The following is a quantum chemistry calculation of a cluster of 6 separate species, H12O6 in total, from OMol25.

XYZ file:
```
18
Properties=species:S:1:pos:R:3:mulliken_charge:R:1
H 1.02 1.99 0.78 0.307
H 0.17 0.74 0.95 0.325
H 0.74 -2.68 1.49 0.316
H 0.66 -1.76 2.71 0.318
H 4.27 1.57 0.73 0.308
H 4.34 1.44 -0.78 0.326
H 2.77 -2.03 -2.21 0.311
H 1.30 -1.74 -1.98 0.300
H -3.35 2.17 -0.33 0.313
H -4.10 3.46 -0.01 0.316
H -4.31 -2.47 -0.97 0.321
H -3.58 -1.21 -0.53 0.308
O 0.28 1.51 0.39 -0.633
O 1.25 -2.02 1.99 -0.635
O 4.87 1.67 -0.01 -0.636
O 2.17 -1.34 -1.92 -0.605
O -4.21 2.50 -0.04 -0.631
O -4.30 -1.80 -0.28 -0.629
```

Calculated values
Orbital gap in eV: 11.39
Electronic energy in hartree: -458.604589
2S+1: 1
Structure (SMILES): O.O.O.O.O.O
Relative energy (zero: lowest compared OMol25 entry of this formula, charge and spin) in eV: 1.847
LUMO level in eV: -0.034
HOMO in eV: -11.43

=====

11.
The following is a quantum chemistry calculation of a cluster of 6 separate species, H12O6 in total at a distorted geometry, from OMol25.

XYZ file:
```
18
Properties=species:S:1:pos:R:3:mulliken_charge:R:1
O -40.63 -5.40 -6.33 -0.636
H -40.08 -6.11 -6.71 0.287
H -40.19 -4.48 -6.44 0.308
O -38.64 -2.54 -4.62 -0.657
H -38.91 -2.90 -5.53 0.401
H -38.25 -1.65 -4.78 0.299
O -37.61 -4.54 -8.53 -0.605
H -37.57 -4.91 -9.37 0.296
H -37.44 -5.36 -8.00 0.307
O -41.48 -3.93 -9.31 -0.630
H -40.55 -3.92 -8.81 0.343
H -41.87 -4.80 -9.40 0.297
O -39.64 -2.73 -7.45 -0.603
H -39.68 -1.84 -7.27 0.286
H -39.01 -2.88 -8.10 0.317
O -40.59 -0.22 -8.22 -0.604
H -40.25 0.61 -8.24 0.275
H -41.42 -0.09 -7.74 0.318
```

Calculated values
Orbital gap in eV: 10.83
Electronic energy in hartree: -458.593373
2S+1: 1
Structure (SMILES): O.O.O.O.O.O
Relative energy (zero: lowest compared OMol25 entry of this formula, charge and spin) in eV: 2.152
LUMO level in eV: 0.234
HOMO in eV: -10.59